No. 1
C2H6Cl2NO2P | wB97M-V/def2-TZVPD

Values from the calculation:
Maximum force in hartree/bohr: 0.1046
E in Ha: -1546.68980
Lowest unoccupied orbital energy (alpha / beta) in eV: -1.054 / -1.066
Highest occupied orbital energy (alpha / beta) in eV: -9.00 / -9.02
Energy relative to the best compared isomer or geometry (same formula, charge and spin) in eV: 2.185

```
! wB97M-V def2-TZVPD RIJCOSX def2/J DEFGRID3
* xyz 0 1
C -1.03410 -1.79677 -1.42542
C -0.53267 1.67759 0.84508
N 2.06067 0.46796 0.31144
O 0.30905 -0.82430 1.53825
O -0.24468 -0.68496 -1.74010
P 0.44055 0.18587 0.51160
Cl -2.25896 1.22453 1.26668
Cl 0.36913 2.40613 2.15671
H -1.92337 -1.37749 -0.82179
H -0.35649 -2.35233 -0.68091
H -1.40145 -2.09843 -2.34718
H -0.54757 2.48255 0.02058
H 2.41798 0.66117 -0.62854
H 2.70192 0.02846 0.99359
*
```

***

No. 2
C4H7NO | wB97M-V/def2-TZVPD

Values from the calculation:
Maximum force in hartree/bohr: 0.0397
E in Ha: -286.39128
Lowest unoccupied orbital energy in eV: 0.578
Highest occupied orbital energy in eV: -8.79
Energy relative to the best compared isomer or geometry (same formula, charge and spin) in eV: 6.541

```
! wB97M-V def2-TZVPD RIJCOSX def2/J DEFGRID3
* xyz 0 1
O 1.28408 -0.39332 1.48758
C 0.42063 -0.16001 0.43130
C -0.38466 -1.26821 -0.27067
N -0.82670 0.43198 -0.91597
C -0.81840 0.72649 0.55323
C 0.67142 0.56337 -0.88874
H 1.86436 -1.12900 1.24930
H -0.78877 -0.92357 -1.29254
H -1.19890 -1.63039 0.37214
H -0.69827 1.80470 0.70162
H -1.68630 0.33595 1.09229
H 1.21311 0.02257 -1.67360
H 0.94842 1.61943 -0.84592
*
```